H80O40 | ωB97M-V/def2-TZVPD

As for the HOMO energy: -0.3733 Ha. The total charge is 0. The value obtained for the strongest force on any atom is 2.531 eV/Å. For the energy relative to the best compared isomer or geometry (same formula, charge and spin), the calculation gives 676.9 kJ/mol.

Each line ends with the Mulliken charge.
CARTESIAN COORDINATES (ANGSTROEM)
H 0.33492 2.87920 2.52422  0.252
O -1.94073 -0.27437 -2.51088  -0.171
H -3.49705 2.64153 3.24517  0.210
H 2.06623 -2.24557 0.08423  0.062
H 0.59386 2.99591 -1.15635  -0.142
H -2.91527 2.42967 -0.57189  0.183
H -5.11953 0.34871 4.63944  0.315
H 3.98015 0.48515 1.10732  0.048
O 1.51024 -2.94140 -0.29609  -0.075
H -3.75298 0.79511 4.75540  0.221
H 1.59795 1.95020 -0.79936  0.451
H 4.48471 1.41457 -4.22619  0.302
H -5.22003 -0.38795 0.78262  0.252
H 0.53870 4.85103 -4.79247  0.277
O -3.32006 0.53799 1.55963  -0.125
H 1.11867 -2.60137 -3.04687  0.258
H 3.33642 -4.36829 0.46052  0.281
O 0.80952 4.78676 -3.88020  -0.563
O -1.67064 0.01003 3.38889  -0.079
O 3.25199 -4.71401 1.35392  -0.671
H -1.59591 1.72882 -0.10317  0.061
H -0.43989 3.95875 5.27854  0.251
H -0.56671 -6.66400 -0.74948  0.272
H -1.13784 -0.72512 -2.25877  0.002
H -1.76930 -0.63453 2.68075  0.174
O 2.47631 0.37772 -1.17293  -0.549
H -1.57139 3.07311 5.62072  0.283
H 1.91074 1.35976 2.06809  0.293
H 2.45225 0.38153 4.31341  0.314
H 2.31571 3.22900 1.13286  0.210
H -0.04831 0.00690 4.56801  0.306
H -4.02692 3.68868 -3.36591  0.281
O 4.10842 2.26036 -4.49984  -0.609
O 0.67717 -0.43593 4.11657  -0.424
H 1.35805 -3.65456 3.62716  0.298
H -3.42493 1.44807 1.85341  0.125
O 3.87312 -3.43618 -2.27251  -0.659
H 1.06388 -5.36367 -1.78979  0.319
O 1.47389 0.56027 1.73681  -0.379
O 5.02008 -2.25855 1.69821  -0.615
H -2.33435 -2.65983 -4.64030  0.321
H -4.52367 2.56107 -2.44103  0.289
H 3.27708 4.08475 -1.44867  0.309
H -1.95809 0.68901 -2.54413  0.069
H -1.13976 -5.56220 2.13499  0.257
H -2.78321 0.73963 -4.89126  0.271
O -1.89484 -4.97018 2.06174  -0.527
H -2.11083 3.46992 3.12383  0.402
O 1.70306 -4.91473 -2.35042  -0.542
O -0.36881 -0.87520 -0.16630  0.449
H 0.66973 0.91244 1.33157  -0.046
O 3.96559 4.74004 -1.28856  -0.656
H -2.62515 -5.44778 2.46331  0.233
O -4.12801 3.43452 -2.44787  -0.585
H -0.84055 -0.95640 0.68736  0.047
H 3.58051 1.05045 5.01820  0.310
O -5.38007 -0.25371 -0.15825  -0.524
O -3.00605 3.32595 2.78597  -0.720
O 1.07579 -2.65426 -4.00749  -0.575
O -3.67227 1.07078 -4.72066  -0.637
O -0.46807 -5.70608 -0.77743  -0.600
O -0.87967 3.16122 4.95287  -0.521
O 0.08278 5.41995 -0.23219  -0.529
H -3.15384 0.72830 0.59067  0.371
H 3.79592 5.32576 -0.55057  0.291
H 2.52486 2.00444 -5.72848  0.304
H -1.99555 -0.37772 5.16581  0.269
H -0.37159 5.33652 -1.06778  0.256
H 4.63805 -3.13609 1.66543  0.386
H -1.54826 3.16611 -3.24799  0.184
H -3.01976 -3.88407 -4.72652  0.299
H -2.55741 -3.09544 -2.10768  0.238
H -2.14357 -0.81840 6.62552  0.307
H 2.78641 -5.55050 1.28069  0.266
H 2.21201 0.10424 -0.27474  -0.048
O -0.44398 3.17411 2.02419  -0.413
H -3.21803 -1.90034 0.93779  0.271
O 0.71733 -3.43539 4.30158  -0.676
O 3.84280 1.01009 1.88002  -0.536
H 0.31504 -3.19849 -4.23353  0.235
H 2.03609 1.26637 -4.53302  0.297
H 1.92149 -0.20208 -1.70201  0.210
O -2.55813 -2.37781 1.44091  -0.502
H 3.32635 -2.70876 -2.58106  0.308
O -2.15521 -0.04645 6.05776  -0.671
H -1.07687 0.70914 3.10003  -0.077
H -2.72252 -1.64973 -1.59328  0.161
H 3.19545 -4.07336 -1.95175  0.342
H -2.37038 -3.26143 1.17206  0.251
H -1.26974 -5.44401 -1.22770  0.268
H 4.98693 -1.84703 0.84254  0.303
O 5.18051 0.13098 -0.57889  -0.458
H -0.83202 3.53509 2.84255  0.145
H 4.45687 2.82858 -3.80006  0.314
H -6.33305 -0.32297 -0.27383  0.248
H 6.12303 0.08771 -0.38534  0.209
H -4.22642 0.26383 -4.78479  0.366
O 3.32365 0.17593 4.70724  -0.665
O -2.47712 -2.55453 -1.30997  -0.436
H -3.60884 -0.93386 -3.63876  0.354
H 0.80540 -0.01481 3.23162  0.487
H -0.76764 -1.71342 -0.43523  -0.117
O 1.29600 2.83908 -0.51274  0.133
H 0.69085 -2.47338 4.29104  0.347
H 1.70869 4.71377 -3.57943  0.294
H 3.40271 2.77133 2.15528  0.405
H 0.81502 -2.79389 0.36441  0.135
H 5.27449 -0.50870 -1.30660  0.288
O -0.82351 2.82127 -2.70853  -0.343
H 0.83093 6.00362 -0.36913  0.252
O 2.08089 1.19813 -5.48015  -0.619
O 2.82173 3.50857 1.90317  -0.679
H 1.57973 -5.22206 -3.24945  0.251
O -2.43763 1.59157 -0.55709  -0.422
H 4.18467 0.53653 2.64748  0.308
O -2.13811 -3.57552 -4.46816  -0.614
H -0.17851 2.73987 -3.42651  0.212
H -4.60704 -1.81303 -3.34230  0.392
O -4.64798 1.15345 4.87650  -0.680
O -4.25504 -1.42329 -4.16498  -0.738

Cartesian forces (eV/Å) of the 2 atoms listed first:
H 0.7 0.0 -0.9
O -1.6 -0.8 -1.3